(1)
ORCA calculation (ωB97M-V/def2-TZVPD) on a 2-piece molecular cluster, C3HCl2N overall at a distorted geometry.

Properties
highest occupied orbital energy	-9.9	eV
structure (SMILES)	ClC#CCl.C#N
total charge	0
calculated total energy	-29658.5756	eV
LUMO energy	0.609	eV
energy above the lowest of the compared OMol25 structures with the same formula, charge and spin	2.4303	eV
frontier orbital gap	10.482	eV

XYZ file:
```
7
Properties=species:S:1:pos:R:3:forces:R:3
H 1.645 -0.576 1.999 -0.824 0.653 -0.801
C -1.919 -1.156 2.136 0.167 0.308 0.486
C 1.057 -0.117 1.184 0.791 -0.580 0.251
N 0.536 0.269 0.236 0.184 0.011 0.491
C -1.990 -1.404 0.964 -0.908 -0.483 -0.524
Cl -1.748 -0.690 3.735 -0.019 -0.318 -0.998
Cl -2.449 -1.863 -0.588 0.610 0.409 1.096
```
Forces are in eV/Å.

=====

(2)
ORCA calculation (ωB97M-V/def2-TZVPD) on the molecule C3HCl2NO at a distorted geometry.

Properties
highest occupied orbital energy	-10.2	eV
structure (SMILES)	Clc1cc(Cl)on1
total charge	0
calculated total energy	-31707.8928	eV
LUMO energy	0.707	eV
energy above the lowest of the compared OMol25 structures with the same formula, charge and spin	0.5130	eV
frontier orbital gap	10.886	eV

XYZ file:
```
8
Properties=species:S:1:pos:R:3:forces:R:3
N -0.803 -1.343 0.097 -0.577 -0.008 -0.585
Cl 2.225 0.382 1.579 -0.294 -0.047 -0.212
H 0.304 1.710 -0.667 -0.126 -1.416 0.570
C -0.876 -0.229 -0.579 -0.634 -0.548 -0.201
Cl -2.127 0.012 -1.728 0.172 -0.062 0.203
C 0.144 0.678 -0.262 0.382 1.953 -0.607
O 0.299 -1.208 0.891 0.453 0.309 0.315
C 0.834 -0.002 0.669 0.623 -0.181 0.517
```
Forces are in eV/Å.

=====

(3)
ORCA calculation (ωB97M-V/def2-TZVPD) on a 2-piece molecular cluster, C3HCl3 overall at a distorted geometry.

Properties
highest occupied orbital energy (spin up / spin down)	-9.6 / -9.6	eV
total charge	0
calculated total energy	-40688.0393	eV
LUMO energy (spin up / spin down)	-1.944 / -1.955	eV
energy above the lowest of the compared OMol25 structures with the same formula, charge and spin	4.0949	eV
frontier orbital gap (spin up / spin down)	7.688 / 7.667	eV

XYZ file:
```
7
Properties=species:S:1:pos:R:3:forces:R:3
Cl -0.774 -1.816 -0.315 -0.321 0.177 -0.352
C -1.063 -0.215 -0.849 1.685 0.836 2.566
Cl -0.330 0.265 -2.275 -0.179 0.044 -0.526
C 0.640 0.714 0.684 -4.628 -0.231 -3.211
Cl -2.592 0.447 -0.432 0.670 -0.175 -0.263
C 1.622 0.469 1.290 4.079 -1.447 2.740
H 2.497 0.135 1.897 -1.306 0.796 -0.954
```
Forces are in eV/Å.

=====

(4)
ORCA calculation (ωB97M-V/def2-TZVPD) on a 2-piece molecular cluster, C3HCl3N2 overall at a distorted geometry.

Properties
highest occupied orbital energy	-9.7	eV
total charge	0
calculated total energy	-43670.5677	eV
LUMO energy	-1.058	eV
energy above the lowest of the compared OMol25 structures with the same formula, charge and spin	2.3590	eV
frontier orbital gap	8.625	eV

XYZ file:
```
9
Properties=species:S:1:pos:R:3:forces:R:3
C 2.195 -1.174 3.543 0.239 -1.050 0.551
C 2.319 -0.454 -0.941 -1.645 -0.551 0.636
Cl 2.289 0.384 3.005 0.040 1.162 -0.436
Cl 0.772 -1.922 2.970 -0.277 -0.114 -0.134
Cl 0.409 -2.381 -0.833 0.263 0.903 0.142
C 0.934 -0.688 -0.549 -0.239 -0.572 -0.275
N 0.253 0.243 -0.089 -2.152 0.036 0.404
H -0.791 0.060 0.139 2.395 -0.056 -0.485
N 3.420 -0.337 -1.194 1.375 0.243 -0.404
```
Forces are in eV/Å.

=====

(5)
ORCA calculation (ωB97M-V/def2-TZVPD) on a 2-piece molecular cluster, C3HCl3O2 overall at a distorted geometry.

Properties
highest occupied orbital energy (spin up / spin down)	-9.8 / -9.0	eV
total charge	0
calculated total energy	-44784.2531	eV
LUMO energy (spin up / spin down)	-1.147 / -1.164	eV
energy above the lowest of the compared OMol25 structures with the same formula, charge and spin	4.7724	eV
frontier orbital gap (spin up / spin down)	8.662 / 7.854	eV

XYZ file:
```
9
Properties=species:S:1:pos:R:3:forces:R:3
Cl 2.414 -0.910 0.224 -0.194 0.001 0.317
H -1.450 1.023 -0.368 -0.858 2.673 -0.975
O -1.962 -2.213 -0.284 -0.226 -0.140 0.434
C -1.028 0.127 -0.146 1.223 -2.675 1.812
O -1.412 -0.391 1.202 0.165 -0.343 -0.998
Cl 1.990 1.208 -1.618 0.253 0.486 -1.753
C -1.602 -1.148 0.062 0.686 0.531 -0.336
C 1.603 0.549 -0.150 -1.146 -0.193 1.102
Cl 1.447 1.755 1.078 0.098 -0.340 0.398
```
Forces are in eV/Å.

=====

(6)
ORCA calculation (ωB97M-V/def2-TZVPD) on the molecule C3HCl5 at a distorted geometry.

Properties
highest occupied orbital energy (spin up / spin down)	-8.8 / -8.7	eV
total charge	0
calculated total energy	-65735.8651	eV
LUMO energy (spin up / spin down)	-0.679 / -0.738	eV
energy above the lowest of the compared OMol25 structures with the same formula, charge and spin	2.2347	eV
frontier orbital gap (spin up / spin down)	8.094 / 7.958	eV

XYZ file:
```
9
Properties=species:S:1:pos:R:3:forces:R:3
Cl -1.290 -0.883 -1.532 -0.644 -1.074 -0.812
C -0.932 0.596 0.609 0.759 0.431 0.469
Cl 0.406 1.403 -1.720 -0.368 0.264 0.335
C -0.184 0.086 -0.643 0.705 1.822 0.582
Cl 0.895 -2.041 0.530 0.491 -1.538 0.560
Cl -0.470 2.086 1.443 -0.274 -1.231 -0.752
C 1.034 -0.550 -0.134 2.552 1.537 -0.395
Cl -1.584 -0.658 1.598 -0.130 0.890 -0.080
H 2.124 -0.040 -0.151 -3.091 -1.102 0.093
```
Forces are in eV/Å.

=====

Question: What is the calculated total energy in the second record?
Answer: -31707.8928 eV

=====

Question: What is the formula in the sixth record?
Answer: C3HCl5